# 1
ORCA calculation (ωB97M-V with the def2-TZVPD basis set) on C4H6N2 in the gas phase.

Each line ends with the natural charge from an NBO analysis.
Geometry (Å):
H (2.435, -1.434, -0.300)  0.1925
H (2.687, 0.919, -0.064)  0.4244
N (0.362, -1.178, -0.183)  -0.4835
C (-1.888, -0.228, 0.022)  -0.6342
C (0.359, 1.079, 0.082)  -0.1494
H (-2.219, -0.737, -0.890)  0.2275
H (-0.076, 1.999, 0.498)  0.2298
C (-0.403, -0.049, -0.034)  0.1114
H (-2.127, -0.883, 0.866)  0.2251
N (1.726, 0.573, 0.033)  -0.5512
C (1.594, -0.764, -0.155)  0.1956
H (-2.452, 0.704, 0.124)  0.2120

Force components x, y, z for each atom (eV/Å):
0.034 0.330 0.081
-1.232 0.786 0.252
0.052 -0.090 -0.210
-0.005 0.034 0.019
0.744 -0.653 0.559
0.007 0.089 0.147
1.179 -0.128 -0.599
-0.111 -0.049 0.035
-0.065 0.107 -0.122
-0.730 -0.105 -0.070
-0.083 -0.255 -0.092
0.208 -0.067 -0.001

Summary:
Total energy = -7225.1160 eV
SMILES = Cc1c[nH]cn1

---

# 2
ORCA calculation (ωB97M-V with the def2-TZVPD basis set) on C4H6N2 in the gas phase.

Each line ends with the natural charge from an NBO analysis.
Geometry (Å):
C (-0.546, -0.363, 0.066)  -0.0441
H (-0.855, 1.894, 0.135)  0.2364
H (0.764, -1.338, 1.427)  0.2393
N (0.249, -1.283, -0.678)  -0.5339
C (-1.146, 0.958, -0.377)  -0.6851
N (2.827, 0.924, 0.472)  -0.3042
H (-1.921, 0.376, 0.166)  0.2665
C (0.796, -0.693, 0.559)  -0.1996
C (1.903, 0.229, 0.500)  0.2599
H (0.652, -0.863, -1.507)  0.3667
H (-1.410, 1.131, -1.431)  0.2311
H (-1.314, -0.972, 0.668)  0.1670

Force components x, y, z for each atom (eV/Å):
-0.196 -1.103 0.563
0.089 -0.804 -0.170
0.551 -0.161 -0.107
0.602 -0.628 -0.199
-0.967 -0.886 0.953
-0.905 -0.568 -0.016
-2.230 3.388 -0.857
0.447 -0.130 0.140
0.745 0.577 -0.025
0.142 0.213 0.071
0.360 -0.457 0.445
1.362 0.561 -0.799

Summary:
Total energy = -7222.2440 eV
SMILES = C[C@H]1N[C@H]1C#N

---

# 3
ORCA calculation (ωB97M-V with the def2-TZVPD basis set) on C4H6N2 in the gas phase.

Each line ends with the natural charge from an NBO analysis.
Geometry (Å):
H (0.425, -1.664, -0.615)  0.2069
H (-1.685, -1.384, -0.632)  0.2096
H (-2.376, 0.220, -0.745)  0.2116
H (2.814, -0.580, -0.352)  0.2061
C (1.870, -0.109, -0.137)  -0.1464
N (-0.346, 0.189, 0.129)  -0.4053
H (0.356, 2.317, 1.167)  0.2204
C (0.634, -0.674, -0.233)  -0.0399
H (-2.276, -0.609, 0.824)  0.2061
C (0.543, 1.514, 0.434)  0.1432
C (-1.740, -0.401, -0.110)  -0.3961
N (1.779, 1.182, 0.270)  -0.4164

Force components x, y, z for each atom (eV/Å):
-0.121 0.159 0.146
0.518 0.832 0.353
0.298 0.237 0.213
0.011 0.085 -0.033
0.176 -0.286 -0.325
0.964 0.683 0.038
-1.045 -0.488 -0.937
0.451 0.033 -0.156
0.303 0.365 -0.029
-1.299 -2.278 0.420
0.173 0.642 0.229
-0.427 0.015 0.081

Summary:
Total energy = -7223.5974 eV
SMILES = Cn1ccnc1

---

# 4
ORCA calculation (ωB97M-V with the def2-TZVPD basis set) on C4H6N2 as an isolated structure.

Each line ends with the natural charge from an NBO analysis.
Geometry (Å):
H (-1.678, -1.474, 1.340)  0.2254
C (0.391, -0.948, 0.738)  0.1995
N (1.158, -1.105, 1.721)  -0.6895
H (1.272, 1.588, 0.603)  0.2159
H (-0.972, -0.832, -1.813)  0.4090
H (-1.246, 0.855, -1.950)  0.3846
C (0.516, 1.469, -0.156)  -0.4540
N (-1.025, 0.068, -1.359)  -0.8016
C (-0.134, 0.311, -0.300)  0.0854
C (-0.940, -1.268, 0.567)  -0.1224
H (0.523, 2.218, -0.935)  0.2025
H (2.134, -0.880, 1.543)  0.3453

Force components x, y, z for each atom (eV/Å):
-0.528 1.424 -0.226
-6.666 0.579 -0.129
2.796 -0.620 -0.461
-0.259 0.047 0.377
-0.070 0.151 0.199
0.191 0.033 -0.012
0.558 -0.138 0.274
0.006 -0.205 0.281
1.200 0.182 -0.719
3.036 -2.138 0.222
-0.304 0.081 -0.091
0.040 0.606 0.286

Summary:
Total energy = -7218.3986 eV

---

# 5
ORCA calculation (ωB97M-V with the def2-TZVPD basis set) on C4H6N2 as an isolated structure.

Each line ends with the natural charge from an NBO analysis.
Geometry (Å):
N (-0.115, -0.954, 0.129)  -0.5081
H (2.516, -0.623, -0.665)  0.3780
C (-1.471, 0.749, -0.281)  -0.3379
H (0.168, -1.839, 0.516)  0.4170
H (-2.434, 1.252, -0.476)  0.2419
C (0.749, 0.102, 0.063)  0.2935
N (2.117, -0.268, 0.204)  -0.8429
H (2.706, 0.494, 0.518)  0.3860
H (-0.752, 1.692, 0.441)  0.3271
C (-1.412, -0.585, -0.056)  -0.0713
C (0.110, 1.311, -0.237)  -0.4985
H (-2.183, -1.331, -0.155)  0.2152

Force components x, y, z for each atom (eV/Å):
0.118 -0.129 0.101
-0.258 0.063 0.216
0.831 -0.457 -0.859
0.121 -0.178 -0.282
1.093 0.158 0.034
-0.562 -0.007 0.028
-0.245 0.398 -0.073
-0.250 0.086 -0.055
1.067 1.031 0.919
0.123 -0.174 -0.116
-1.975 -0.772 -0.193
-0.064 -0.019 0.281

Summary:
Total energy = -7221.6682 eV

---

# 6
ORCA calculation (ωB97M-V with the def2-TZVPD basis set) on C4H6N2 as an isolated structure.

Each line ends with the natural charge from an NBO analysis.
Geometry (Å):
H (1.877, -0.718, -0.667)  0.2156
H (0.312, -2.649, 0.126)  0.2227
C (-0.276, -1.931, 0.677)  -0.6321
C (0.993, -0.171, -0.437)  -0.1585
H (-0.251, 1.917, 1.045)  0.1889
C (-0.337, 1.347, 0.099)  0.3272
H (0.010, -1.892, 1.715)  0.2224
N (0.883, 1.282, -0.631)  -0.6553
H (-1.319, -2.217, 0.604)  0.2243
C (-0.146, -0.582, 0.058)  0.1057
H (0.652, 1.535, -1.593)  0.3884
N (-1.198, 0.379, 0.153)  -0.4494

Force components x, y, z for each atom (eV/Å):
0.321 -0.195 -0.188
0.334 -0.251 0.027
-1.179 0.273 -0.615
1.164 1.349 -1.582
-0.991 1.640 -1.170
-1.414 2.312 1.562
0.089 -0.125 0.366
-0.151 -1.606 0.883
-0.191 -0.326 0.200
-0.684 -3.256 -0.484
0.422 0.127 -0.162
2.280 0.057 1.163

Summary:
Total energy = -7222.0036 eV

---

# 7
ORCA calculation (ωB97M-V with the def2-TZVPD basis set) on C4H6N2 in the gas phase.

Each line ends with the natural charge from an NBO analysis.
Geometry (Å):
H (2.252, 1.349, 2.114)  0.2967
C (-1.158, -1.132, -1.013)  -0.1862
C (0.508, 0.917, -0.651)  -0.3372
C (-0.357, -0.233, -0.409)  -0.0186
H (0.008, 1.865, -1.053)  0.2400
N (1.492, 1.529, 0.389)  -0.0995
H (1.264, 0.546, -1.464)  0.2326
C (-1.130, -1.151, 0.502)  -0.4093
N (1.450, 0.934, 1.415)  -0.3098
H (-2.054, -0.724, 0.997)  0.1661
H (-1.430, -1.766, -1.901)  0.2363
H (-0.845, -2.134, 1.073)  0.1889

Force components x, y, z for each atom (eV/Å):
-2.070 -0.761 -1.736
1.988 0.698 0.746
2.688 1.703 -1.744
-2.235 -2.342 -0.788
0.306 -1.615 0.359
-1.188 0.130 -3.112
-1.284 1.041 1.156
-1.953 -1.104 0.929
2.128 -0.690 4.513
0.983 -0.435 -0.352
0.191 1.258 1.094
0.447 2.119 -1.065

Summary:
Total energy = -7220.2022 eV
SMILES = [H]/N=N/CC1=CC1

---

# 8
ORCA calculation (ωB97M-V with the def2-TZVPD basis set) on C4H6N2 as an isolated structure.

Each line ends with the natural charge from an NBO analysis.
Geometry (Å):
H (-1.563, -0.016, 0.964)  0.2357
C (-0.833, 0.841, -0.805)  -0.2353
H (-0.993, 0.213, -1.703)  0.1397
H (1.474, 0.729, 1.562)  0.4004
H (0.481, 2.016, 0.992)  0.4117
C (1.419, -0.414, -0.808)  0.2617
N (0.645, 1.020, 1.063)  -0.7192
C (0.325, 0.296, -0.143)  -0.2351
H (-1.082, -1.760, 0.051)  0.1030
C (-0.620, -0.520, 0.726)  -0.1931
N (2.285, -0.948, -1.359)  -0.2861
H (-1.537, -1.456, -0.541)  0.1166

Force components x, y, z for each atom (eV/Å):
0.057 -0.042 -0.015
0.179 -0.226 -0.090
0.004 0.069 0.142
-0.115 0.039 -0.067
0.021 -0.117 0.001
0.706 -0.440 -0.551
0.247 0.255 0.108
-0.081 0.006 -0.010
0.113 -0.035 0.087
-0.286 -0.220 -0.188
-0.855 0.518 0.558
0.011 0.192 0.025

Summary:
Total energy = -7216.9612 eV

---

# 9
ORCA calculation (ωB97M-V with the def2-TZVPD basis set) on C4H6N2 in the gas phase.

Each line ends with the natural charge from an NBO analysis.
Geometry (Å):
H (-0.826, -1.014, -1.756)  0.2295
C (-0.115, -0.471, -1.106)  -0.3153
N (-1.872, -0.289, 0.724)  -0.8876
N (0.401, 0.463, 0.853)  -0.5185
C (1.546, 0.504, 0.122)  -0.0699
H (-2.121, -1.192, 1.093)  0.3860
H (2.191, -0.079, -1.779)  0.2285
C (-0.614, -0.113, 0.126)  0.2554
C (1.316, -0.062, -1.108)  -0.3138
H (0.271, 0.891, 1.752)  0.4109
H (2.443, 0.933, 0.557)  0.2081
H (-2.634, 0.338, 0.526)  0.3867

Force components x, y, z for each atom (eV/Å):
1.185 0.451 -0.132
0.568 0.083 0.289
0.049 0.077 0.281
-0.211 0.137 0.140
-0.148 -0.005 0.020
0.030 0.153 -0.233
-1.200 -0.457 -0.197
0.292 0.005 -0.015
-0.518 -0.056 0.247
-0.077 -0.101 0.063
-0.158 -0.118 -0.292
0.187 -0.170 -0.170

Summary:
Total energy = -7224.8850 eV
SMILES = Nc1ccc[nH]1

---

# 10
ORCA calculation (ωB97M-V with the def2-TZVPD basis set) on C4H6N2 in the gas phase.

Each line ends with the natural charge from an NBO analysis.
Geometry (Å):
H (1.744, 1.145, 0.601)  0.2088
H (-1.520, -0.116, 1.124)  0.2353
C (-1.184, -1.500, -0.430)  0.2656
H (0.611, -1.149, -1.224)  0.2256
H (1.337, 0.436, -1.844)  0.2078
C (-1.337, -0.108, 0.042)  -0.3321
H (0.999, -0.430, 1.167)  0.1936
N (-0.964, -2.549, -0.866)  -0.3268
H (-2.218, 0.318, -0.449)  0.2447
C (0.851, -0.086, -1.029)  -0.2777
C (1.070, 0.321, 0.379)  -0.2626
N (-0.161, 0.692, -0.306)  -0.3821

Force components x, y, z for each atom (eV/Å):
-0.192 -0.081 0.001
0.046 0.086 -0.193
-0.515 -1.264 -0.045
0.653 1.089 0.016
0.083 0.059 0.121
-0.185 -0.167 0.022
0.052 -0.011 -0.230
-0.557 0.890 0.597
0.130 -0.063 0.085
0.368 -0.203 -0.296
0.215 -0.067 0.126
-0.098 -0.268 -0.204

Summary:
Total energy = -7223.3620 eV
SMILES = N#CCN1CC1

---

In the order shown, the computed largest force on an atom values come out to 1.5 4.1 2.7 6.7 2.1 3.4 5.0 1.1 1.3 1.4 eV Å⁻¹.